[1]
DFT (ωB97M-V/def2-TZVPD) results for a cluster of 2 separate species, C4H11NO in total.

Each line ends with the Löwdin charge.
Cartesian coordinates (Å):
C  -2.55067  0.36139  -0.88770  -0.17
C  1.32910  -1.54479  -0.00002  -0.08
C  -1.47180  1.04535  -0.04473  -0.17
N  2.23489  -0.38739  0.11476  -0.04
H  -1.46513  0.74951  0.98796  0.05
H  1.21123  -1.85856  -1.04358  0.08
H  0.36074  -1.29424  0.44308  0.07
H  -2.56437  0.70815  -1.87067  0.03
H  -0.46834  0.86881  -0.46235  0.05
H  1.69845  -2.44241  0.51245  0.08
H  3.01261  -0.31002  -0.56079  0.14
H  2.86115  1.33942  1.06056  0.13
H  -1.69196  2.12511  0.02504  0.07
H  -2.34001  -0.70992  -1.06197  0.06
H  -3.51236  0.43976  -0.35260  0.07
O  1.23307  0.41135  1.99776  -0.02
C  2.12340  0.49846  1.14277  -0.36

Computed properties:
SMILES ... CNC=O.CC
ΔE to the lowest compared entry with this formula, charge and spin ... 17.4 kcal per mole
Molecular weight ... 89.14 Da
Gap between HOMO and LUMO ... 10.708 eV
HOMO ... -0.362 Eh
Total charge ... 0
E ... -7863.798 eV

=====

[2]
DFT (ωB97M-V/def2-TZVPD) results for a cluster of 2 separate species, C4H11NO in total.

Each line ends with the Löwdin charge.
Cartesian coordinates (Å):
H  -0.01219  -2.01943  1.55631  0.06
H  -0.51814  -0.90269  3.03979  0.05
O  -3.46907  0.27239  0.17204  -0.06
H  -4.30928  0.44269  0.59772  0.03
H  1.90339  1.43200  -0.33821  0.10
H  0.53180  -1.26481  -0.48553  0.11
H  0.36553  0.89708  1.77994  0.10
C  0.33855  -0.07994  1.32412  -0.20
C  -0.23660  -1.06307  2.00775  -0.01
H  0.97904  -0.18725  -2.48950  0.06
N  1.68020  0.50136  -2.20944  -0.02
C  1.86411  0.41732  -0.73653  -0.28
C  0.61359  -0.23356  -0.13790  -0.23
H  -0.19716  0.34905  -0.60079  0.11
H  -3.11952  1.04660  -0.26875  0.03
H  2.77473  -0.13308  -0.49910  0.11
H  2.54384  0.25108  -2.67191  0.05

Computed properties:
SMILES ... C=CCCN.O
ΔE to the lowest compared entry with this formula, charge and spin ... 43.5 kcal per mole
Molecular weight ... 89.14 Da
Gap between HOMO and LUMO ... 10.179 eV
HOMO ... -0.341 Eh
Total charge ... 0
E ... -7862.668 eV

=====

Number 1: LUMO 0.86 eV. Number 2: LUMO 0.90 eV.